C36H48BF4HfN2O2PS3Sb2 | wB97M-V/def2-TZVPD

Properties
Calculated total energy: -112904.8111 eV
LUMO level: -6.28 eV
F_max: 1.5 eV Å⁻¹

Structure (ORCA input):
```
! wB97M-V def2-TZVPD RIJCOSX def2/J DEFGRID3
* xyz 2 1
Hf -1.42100 -0.76175 0.84791
C 0.45891 2.48401 1.25339
C 1.67862 1.56217 1.29938
C 1.44907 0.05491 1.09693
Sb 2.13224 -1.05188 -0.74815
C 4.01662 -0.09005 -0.76282
C 4.24395 1.26069 -1.03434
C 5.52773 1.78149 -0.97797
C 6.60069 0.95929 -0.65224
C 6.38820 -0.38489 -0.38787
C 5.10071 -0.90681 -0.44074
C 1.23177 -0.15946 -2.47717
C 2.04958 0.44792 -3.43272
C 1.54507 0.82439 -4.67184
C 0.21226 0.60226 -4.98540
C -0.61419 -0.00829 -4.05222
C -0.10160 -0.39497 -2.82121
Sb -0.90580 1.95450 -0.29835
C -2.52169 3.26718 -0.04650
C -3.70709 3.06497 -0.74816
C -4.73105 3.99596 -0.65939
C -4.57506 5.12430 0.13481
C -3.39457 5.32733 0.83538
C -2.36239 4.40341 0.74183
C 0.04229 2.84281 -1.95434
C -0.68641 2.97408 -3.13361
C -0.15468 3.68344 -4.20095
C 1.10329 4.26132 -4.09319
C 1.82335 4.14156 -2.91266
C 1.29209 3.43942 -1.83828
H 0.76972 3.51774 1.10602
H -0.09994 2.43755 2.18124
H 2.16526 1.70053 2.26863
H 2.41929 1.87386 0.56488
H 0.51701 -0.28296 1.61850
H 2.13095 -0.52128 1.72783
H 3.42339 1.90996 -1.31899
H 5.69571 2.82950 -1.19432
H 7.60253 1.36807 -0.61147
H 7.22215 -1.03171 -0.14492
H 4.95583 -1.96282 -0.23289
H 3.09760 0.62832 -3.22797
H 2.20230 1.29264 -5.39531
H -0.17791 0.89811 -5.95144
H -1.65871 -0.18928 -4.28433
H -0.76783 -0.90556 -2.14170
H -3.84583 2.18572 -1.36760
H -5.65144 3.84085 -1.20722
H -5.37666 5.84822 0.20743
H -3.27353 6.20861 1.45200
H -1.44450 4.58472 1.28847
H -1.67589 2.53806 -3.23138
H -0.72789 3.79039 -5.11365
H 1.51615 4.81805 -4.92543
H 2.79555 4.61041 -2.82021
H 1.85796 3.38983 -0.91529
C 0.79876 -3.94344 2.36612
C -0.55279 -3.60197 2.94172
C -1.71210 -4.50439 2.62268
O -0.90886 -2.14208 2.60179
P -1.02234 -1.18305 3.97375
S -2.07601 -1.85750 5.38136
S -1.84233 0.41377 2.94976
O 0.50738 -0.90342 4.15338
C 1.30608 -0.26954 5.23834
C 2.72855 -0.68222 4.94580
C 0.85211 -0.64910 6.62532
H 1.14759 -4.84993 2.86723
H 1.51723 -3.15274 2.58984
H 0.79029 -4.14271 1.29786
H -0.45660 -3.55653 4.02249
H -1.85436 -4.63144 1.55265
H -2.62500 -4.13676 3.08979
H -1.48940 -5.48752 3.04460
H 1.17494 0.80097 5.07255
H 2.82554 -1.76823 5.00299
H 3.39883 -0.24215 5.68499
H 3.04635 -0.34693 3.95761
H 0.90419 -1.72703 6.78340
H -0.15348 -0.30583 6.85366
H 1.53832 -0.16885 7.32596
F -5.22469 -1.07761 -0.21999
B -4.00087 -0.78768 0.17663
F -2.94867 -0.88733 -0.85695
F -3.68881 0.44684 0.73764
F -3.41119 -1.73567 1.15398
C -4.43239 -4.21396 -1.83665
N -3.31562 -3.76184 -1.01293
C -2.09893 -3.51512 -1.46941
S -0.82938 -3.01228 -0.37209
N -1.82843 -3.71864 -2.74705
C -0.54605 -3.54342 -3.44100
H -5.31914 -4.25911 -1.21362
H -4.24499 -5.20980 -2.24270
H -4.62468 -3.50771 -2.64644
H -3.45292 -3.63956 -0.02438
H -2.57921 -4.09529 -3.30728
H 0.23777 -3.35476 -2.71706
H -0.60453 -2.70668 -4.13237
H -0.32234 -4.45862 -3.98441
*
```